Entry 1:
10
Properties=species:S:1:pos:R:3:forces:R:3 method="wB97M-V/def2-TZVPD" total_charge=0 fmax_ha_per_bohr=0.012 relative_energy_kcal_mol=71.5 gap_ha=0.3496
C -1.698 0.298 0.307 -0.439 -0.001 -0.050
C 0.469 -0.459 0.539 0.105 0.411 -0.467
O -0.300 0.561 0.223 0.187 -0.509 -0.168
C 1.698 -0.261 -0.297 0.127 -0.025 0.160
H -2.206 1.256 0.197 -0.026 -0.132 0.178
H -1.913 -0.331 -0.559 -0.345 0.082 0.183
H -1.969 -0.235 1.223 0.152 0.191 -0.071
H 1.607 -1.098 -1.009 0.109 0.111 0.082
H 1.676 0.680 -0.859 0.192 -0.075 0.116
H 2.637 -0.411 0.236 -0.061 -0.053 0.037

---

Entry 2:
12
Properties=species:S:1:pos:R:3:forces:R:3 method="wB97M-V/def2-TZVPD" total_charge=+1 fmax_ha_per_bohr=0.100 relative_energy_kcal_mol=89.4 gap_ha=0.3803
C -2.552 -0.059 -0.092 0.768 0.138 -1.013
C -1.352 0.070 -0.137 -1.767 -0.133 0.067
C 0.023 0.239 -0.278 3.906 -2.054 -2.673
N 0.808 0.342 1.007 -0.123 0.938 0.207
O 0.573 1.120 -1.262 -1.173 -1.838 3.147
O 0.907 -1.397 -0.706 -3.140 1.700 1.194
H -3.584 -0.146 -0.383 0.041 -0.043 0.651
H 0.471 -0.325 1.770 0.212 1.140 -1.322
H 1.721 -0.005 0.705 0.405 -0.042 0.175
H 0.889 1.349 1.350 -0.214 -1.424 -0.325
H 0.034 1.085 -2.069 -0.079 -0.127 0.141
H 0.254 -2.172 -0.597 1.164 1.745 -0.249

---

Entry 3:
54
Properties=species:S:1:pos:R:3:forces:R:3 method="wB97M-V/def2-TZVPD" total_charge=-1 fmax_ha_per_bohr=0.107 gap_ha=0.2786
C -0.668 -2.316 -2.559 0.437 -0.234 0.393
C 0.560 -1.463 -3.164 -1.831 0.708 -2.878
O 0.299 -0.836 -4.228 1.667 -1.679 3.781
O 1.822 -1.479 -2.543 -2.280 0.611 -0.490
C 2.522 -0.215 -2.681 0.696 2.453 -0.027
C 3.365 0.175 -1.349 -0.366 -0.403 -0.410
C 2.331 0.848 -0.333 0.113 -0.760 -0.205
S 3.111 1.302 1.316 1.745 -1.318 3.491
O 4.339 0.420 1.515 -3.120 1.781 -1.326
O 2.034 1.024 2.346 1.622 0.920 -2.589
N 3.663 2.919 1.272 -1.732 -1.019 1.565
S 3.724 3.625 2.826 5.387 -0.538 0.898
O 3.930 2.668 3.968 -1.974 1.722 -2.322
O 4.930 4.557 2.817 -3.628 -1.553 -0.782
C 2.198 4.678 3.046 -0.654 0.749 -0.916
C 2.327 6.064 2.229 1.131 0.747 0.828
N 3.172 6.984 2.619 -2.154 -1.633 -0.966
H -0.421 -3.434 -2.516 -0.118 1.596 0.113
H -1.607 -2.216 -3.212 1.809 0.168 0.677
H -0.971 -1.953 -1.520 0.721 -0.567 -1.370
H 3.166 -0.168 -3.630 -0.899 -0.457 1.424
H 1.741 0.628 -2.785 1.110 -1.409 -0.119
H 4.237 0.884 -1.590 -1.447 -0.981 0.146
H 3.837 -0.778 -0.916 -0.811 1.522 -0.388
H 1.567 0.029 -0.062 1.124 1.421 -0.108
H 1.764 1.742 -0.758 0.992 -1.117 0.550
H 1.322 4.074 2.628 1.239 0.735 0.745
H 2.082 4.864 4.161 0.286 -0.206 -1.476
H 1.675 6.276 1.304 0.797 -0.894 1.355
H 3.089 7.780 1.965 0.106 -0.388 0.328
C -0.422 -4.964 0.547 0.264 0.048 -0.143
C -1.149 -3.866 1.308 -0.272 -0.555 -0.079
C -1.989 -4.439 2.439 -0.057 0.154 0.255
O -1.991 -3.143 0.411 -0.050 0.330 -0.005
H -1.135 -5.661 0.094 -0.049 -0.010 0.142
H 0.168 -4.539 -0.269 0.011 0.013 0.140
H 0.245 -5.526 1.206 -0.042 0.011 -0.062
H -0.422 -3.158 1.714 -0.155 0.096 -0.162
H -2.755 -5.119 2.051 0.123 -0.065 -0.058
H -2.514 -3.641 2.970 0.123 -0.032 -0.019
H -1.368 -4.986 3.154 -0.063 0.015 -0.036
H -2.638 -3.761 0.046 0.130 0.067 0.075
C -4.359 1.747 -0.971 -0.016 0.290 -0.094
C -3.749 0.595 -1.756 -0.112 -0.159 0.664
C -4.584 -0.669 -1.622 -0.073 -0.209 -0.208
O -2.430 0.345 -1.281 0.136 0.048 -0.222
H -4.408 1.509 0.096 -0.063 -0.106 -0.073
H -3.744 2.645 -1.067 -0.053 -0.085 -0.064
H -5.369 1.975 -1.324 0.033 0.002 0.056
H -3.668 0.872 -2.810 0.205 -0.048 0.091
H -4.641 -0.990 -0.577 -0.026 0.136 -0.004
H -4.128 -1.491 -2.181 -0.030 0.107 -0.020
H -5.600 -0.514 -1.995 0.031 -0.034 0.039
H -2.490 0.099 -0.348 0.035 0.009 -0.134

---

Entry 4:
95
Properties=species:S:1:pos:R:3:forces:R:3 method="wB97M-V/def2-TZVPD" total_charge=0 fmax_ha_per_bohr=0.067 gap_ha="0.2771 / 0.2409" spin_multiplicity=5
Ir 13.919 13.391 13.164 -0.347 0.292 0.349
O 15.324 16.270 10.566 -0.427 0.644 -0.491
S 15.421 15.112 11.397 1.074 -2.094 2.229
O 16.769 14.601 11.646 -0.086 0.376 -1.302
O 14.926 15.373 12.845 -1.055 0.200 -0.849
O 14.496 13.960 10.946 0.740 1.261 -0.214
C 16.666 14.361 14.776 0.074 -1.860 -0.037
C 15.452 14.521 15.573 -2.264 -1.696 0.553
C 15.353 15.120 16.849 0.757 0.562 0.370
C 14.091 14.988 17.303 -1.581 0.515 0.782
C 13.332 14.309 16.263 -0.004 -0.054 0.571
C 11.818 14.187 16.279 0.988 -1.729 0.591
N 14.151 13.959 15.277 1.268 0.792 -0.618
H 16.888 15.341 14.457 0.805 1.141 -0.692
H 16.587 13.710 13.883 -0.299 0.599 0.522
H 17.489 13.931 15.377 -0.312 0.472 0.035
H 16.165 15.617 17.355 0.071 -0.026 -0.017
H 13.606 15.400 18.221 0.755 -0.494 -0.904
H 11.524 13.482 15.474 -0.073 0.491 0.494
H 11.504 15.189 16.030 -0.669 0.268 0.156
H 11.414 13.805 17.300 0.732 0.910 -1.780
F 12.069 20.428 14.908 -0.083 -0.086 0.069
C 11.973 19.203 14.330 2.277 2.419 -0.783
C 12.858 18.948 13.289 -0.451 -0.965 -0.009
C 12.818 17.693 12.674 -1.079 1.978 1.323
C 11.808 16.814 13.049 0.764 -1.166 -0.625
C 11.051 17.087 14.165 -0.643 -0.550 0.517
C 11.158 18.306 14.854 -2.129 -2.399 1.297
Sb 11.859 14.820 12.164 -0.170 0.156 0.400
C 9.853 14.167 12.579 0.194 1.220 -0.345
C 9.803 12.957 13.207 -0.909 -1.789 1.129
C 8.578 12.366 13.516 -2.018 0.798 0.294
C 7.358 13.044 13.201 3.312 -0.128 -0.650
F 6.216 12.431 13.329 -1.389 -0.689 0.571
C 7.412 14.286 12.597 0.192 -0.271 -0.328
C 8.642 14.832 12.301 1.073 0.066 0.182
C 11.719 14.963 10.030 -1.562 -1.521 1.625
C 12.449 15.773 9.240 1.374 0.783 -1.348
C 12.283 15.829 7.849 -2.233 -1.298 0.230
C 11.265 15.025 7.299 0.288 -0.904 1.117
F 11.022 14.880 5.966 0.391 0.750 0.567
C 10.521 14.147 8.121 0.838 -0.015 -1.016
C 10.783 14.071 9.485 -0.196 1.638 -1.680
H 13.587 19.692 13.045 0.257 0.241 -0.210
H 13.566 17.500 11.979 1.018 -0.658 -1.361
H 10.399 16.291 14.545 -0.008 0.525 -0.128
H 10.632 18.471 15.811 0.196 0.053 -0.811
H 10.665 12.368 13.543 0.075 0.510 -0.428
H 8.473 11.445 14.087 0.278 -0.020 -0.315
H 6.547 14.780 12.203 -0.573 0.120 0.272
H 8.660 15.818 11.863 0.095 0.073 -0.247
H 13.309 16.280 9.647 -0.043 0.466 0.126
H 12.819 16.518 7.271 0.874 0.643 -0.827
H 9.864 13.450 7.579 0.098 0.397 0.561
H 10.137 13.437 10.024 -0.289 -0.718 0.986
C 14.049 8.098 13.015 -0.403 -0.667 0.519
C 14.089 9.538 13.518 0.305 -0.512 2.177
C 12.810 9.999 14.233 -0.529 0.702 -1.681
C 15.206 9.711 14.585 1.069 -1.440 -0.176
Sb 14.407 11.044 12.022 0.422 0.272 -0.485
C 16.524 10.905 11.199 -0.966 -0.232 1.803
C 17.364 11.721 12.182 0.759 -1.108 0.192
C 17.050 9.497 11.222 -1.677 -1.621 0.246
C 16.555 11.481 9.839 0.738 1.218 -1.267
C 13.022 10.485 10.441 -0.243 0.138 -0.482
C 13.252 11.557 9.374 -1.983 -0.665 -1.225
C 13.323 9.113 9.844 0.277 1.005 -0.062
C 11.540 10.611 10.874 2.035 1.184 0.540
H 14.105 7.337 13.819 0.072 0.652 0.204
H 14.958 7.906 12.433 -0.586 -0.163 -0.482
H 13.071 7.829 12.552 0.966 0.394 -0.326
H 12.483 9.529 15.137 0.376 -0.613 0.704
H 11.976 9.929 13.542 -0.402 -0.238 -0.169
H 12.882 11.079 14.384 0.083 0.100 0.512
H 15.244 8.914 15.402 -0.543 0.846 -1.065
H 15.132 10.666 15.061 -0.119 0.715 0.371
H 16.213 9.672 14.134 -0.309 -0.035 0.134
H 17.370 11.306 13.204 -0.284 0.153 -0.292
H 17.165 12.754 12.171 -0.695 1.131 0.095
H 18.417 11.693 11.877 0.087 -0.322 -0.248
H 17.015 9.052 12.272 0.502 0.522 -1.423
H 18.035 9.588 10.795 0.748 -0.479 0.168
H 16.453 8.802 10.549 0.672 0.748 0.726
H 16.082 12.464 9.801 -0.057 -0.015 0.077
H 16.110 10.865 9.046 0.274 -0.061 0.325
H 17.623 11.707 9.590 -0.570 -0.419 -0.048
H 14.227 11.750 9.023 1.253 -0.069 0.015
H 12.839 12.514 9.662 -0.113 0.217 0.108
H 12.698 11.197 8.450 0.286 0.518 0.832
H 14.316 9.225 9.429 0.475 -0.658 -0.114
H 12.666 8.873 9.006 -0.254 0.108 0.039
H 13.262 8.349 10.591 0.150 -0.580 0.109
H 11.541 11.523 11.510 -0.731 -0.347 -0.425
H 11.235 9.776 11.470 -0.475 -0.536 0.140
H 10.985 10.755 9.956 -0.578 -0.074 0.027

---

Entry 5:
10
Properties=species:S:1:pos:R:3:forces:R:3 method="wB97M-V/def2-TZVPD" total_charge=0 fmax_ha_per_bohr=0.088 smiles=Sc1cc(S)on1 relative_energy_kcal_mol=81.8 gap_ha=0.3504
C -1.149 0.231 0.108 1.596 -0.604 -1.337
C -0.042 -0.853 0.130 -2.378 -0.335 2.058
C 1.024 -0.045 0.304 3.441 0.961 -2.768
H -2.933 -1.224 -0.060 0.014 -1.361 0.162
H -0.153 -1.997 0.360 0.282 2.659 -0.822
H 3.169 1.257 -0.567 -1.229 -1.978 0.782
N -0.591 1.425 -0.005 -1.497 -1.030 0.597
O 0.773 1.260 0.132 -1.494 -0.193 0.517
S -2.944 0.062 -0.196 1.640 1.481 0.314
S 2.848 -0.116 -0.207 -0.373 0.399 0.496

---

Entry 6:
111
Properties=species:S:1:pos:R:3:forces:R:3 method="wB97M-V/def2-TZVPD" total_charge=+1 fmax_ha_per_bohr=0.010 gap_ha="0.2477 / 0.2649" spin_multiplicity=4
V 0.301 0.434 0.634 -0.427 0.187 -0.213
C 1.820 2.985 1.701 0.010 -0.024 -0.123
C 1.732 2.467 3.129 0.021 0.007 0.043
C 2.789 3.207 3.955 -0.016 0.023 0.028
C 1.956 0.959 3.264 0.003 -0.032 -0.039
C 1.926 0.521 4.732 -0.020 -0.071 0.049
O 0.997 -0.576 4.762 0.075 -0.002 -0.002
C 0.425 -0.663 3.559 -0.121 -0.177 -0.083
N 0.888 0.115 2.648 -0.017 0.161 0.005
C -0.678 -1.662 3.513 0.095 0.129 0.025
C -1.110 -2.118 4.764 -0.081 -0.052 0.044
C -2.130 -3.045 4.880 0.042 0.041 0.027
C -2.735 -3.545 3.741 -0.014 -0.017 -0.046
C -2.316 -3.102 2.498 -0.038 -0.015 0.038
C -1.301 -2.158 2.357 -0.046 -0.019 -0.006
P -0.843 -1.742 0.630 0.169 -0.006 0.023
C -2.489 -1.705 -0.159 -0.058 -0.014 -0.014
C -2.902 -2.457 -1.252 0.044 -0.064 -0.027
C -4.186 -2.306 -1.764 -0.014 -0.001 0.004
C -5.075 -1.420 -1.180 -0.001 0.009 0.007
C -4.674 -0.672 -0.080 0.019 0.005 -0.001
C -3.390 -0.805 0.418 -0.023 0.033 -0.033
C 0.088 -3.249 0.169 -0.077 -0.064 0.116
C 0.233 -3.716 -1.136 0.104 0.019 -0.066
C 1.047 -4.806 -1.414 -0.024 0.007 -0.017
C 1.739 -5.444 -0.398 0.005 -0.002 0.032
C 1.616 -4.980 0.905 0.011 0.004 -0.031
C 0.799 -3.896 1.184 -0.030 -0.095 0.041
H 1.437 4.004 1.651 0.056 0.022 0.020
H 1.226 2.430 0.964 -0.039 0.137 0.114
H 2.856 2.990 1.354 0.017 -0.028 -0.022
H 0.740 2.686 3.534 -0.022 -0.005 -0.015
H 3.795 2.937 3.621 -0.002 0.005 0.005
H 2.717 3.002 5.023 0.010 -0.003 -0.007
H 2.677 4.284 3.828 -0.010 -0.005 -0.012
H 2.908 0.695 2.790 0.004 0.008 -0.017
H 1.529 1.294 5.388 -0.005 0.010 -0.009
H 2.877 0.163 5.116 0.010 0.028 0.000
H -0.644 -1.733 5.657 0.010 0.005 -0.010
H -2.446 -3.373 5.861 -0.001 0.002 -0.003
H -3.529 -4.277 3.814 0.003 0.003 -0.002
H -2.797 -3.495 1.611 0.012 -0.001 0.003
H -2.258 -3.184 -1.722 0.103 -0.010 0.035
H -4.487 -2.900 -2.617 -0.002 0.006 0.001
H -6.077 -1.313 -1.575 0.006 0.000 -0.003
H -5.356 0.024 0.390 -0.009 -0.010 -0.011
H -3.089 -0.189 1.254 0.020 -0.009 -0.019
H -0.249 -3.224 -1.969 -0.191 -0.058 0.065
H 1.137 -5.148 -2.438 -0.003 -0.005 0.001
H 2.368 -6.296 -0.616 -0.001 0.003 -0.007
H 2.146 -5.471 1.711 0.003 0.001 -0.010
H 0.700 -3.572 2.214 0.017 -0.015 -0.040
C -0.714 3.815 -1.443 0.002 -0.020 -0.009
Si -1.896 2.514 -0.750 0.096 0.119 0.026
C -2.101 1.209 -2.085 0.030 0.020 -0.034
C -3.563 3.304 -0.442 -0.056 -0.085 -0.035
N -1.253 1.760 0.683 0.043 -0.043 0.029
C -1.505 2.366 1.926 -0.005 -0.004 0.003
C -1.889 1.591 3.031 0.006 0.027 0.024
C -2.069 2.145 4.289 0.014 -0.019 -0.025
C -1.891 3.507 4.491 -0.006 0.011 0.012
C -1.555 4.302 3.403 0.001 0.012 -0.009
C -1.367 3.746 2.145 -0.003 -0.010 0.030
H -1.018 4.126 -2.447 -0.006 -0.002 0.010
H 0.304 3.417 -1.521 0.001 0.009 -0.012
H -0.664 4.716 -0.828 -0.014 -0.015 0.011
H -2.119 1.692 -3.068 -0.045 -0.020 0.013
H -3.040 0.670 -1.959 -0.015 -0.035 0.012
H -1.297 0.467 -2.102 0.004 0.016 0.046
H -3.832 3.970 -1.266 0.008 -0.023 -0.010
H -3.610 3.882 0.481 0.048 0.004 0.005
H -4.327 2.523 -0.388 -0.018 0.026 0.032
H -2.051 0.530 2.889 0.020 -0.014 0.004
H -2.366 1.505 5.112 0.002 0.017 0.004
H -2.035 3.947 5.468 0.001 -0.011 0.000
H -1.431 5.370 3.533 -0.003 -0.003 -0.001
H -1.086 4.390 1.320 0.003 -0.016 -0.010
Te 1.302 -1.092 -2.729 0.143 0.062 0.121
C 1.959 0.662 -3.692 0.038 0.028 -0.156
C 1.124 1.769 -3.811 -0.007 0.003 0.033
C 1.598 2.937 -4.395 -0.010 -0.010 0.011
C 2.903 3.003 -4.859 0.021 0.012 -0.013
C 3.738 1.901 -4.742 -0.022 -0.018 -0.016
C 3.269 0.731 -4.161 -0.022 0.016 0.009
C 0.190 -1.994 -4.271 -0.047 0.020 -0.132
C 0.736 -3.072 -4.962 -0.006 -0.016 -0.010
C -0.007 -3.719 -5.940 0.008 0.012 0.004
C -1.293 -3.287 -6.234 -0.005 -0.004 0.004
C -1.839 -2.211 -5.547 -0.003 -0.005 -0.007
C -1.103 -1.567 -4.562 -0.015 0.009 0.038
H 0.107 1.726 -3.444 0.026 0.008 -0.031
H 0.945 3.796 -4.483 0.003 -0.001 0.001
H 3.270 3.914 -5.315 0.002 -0.003 0.003
H 4.757 1.948 -5.105 -0.001 0.006 -0.001
H 3.923 -0.128 -4.071 -0.005 -0.007 -0.007
H 1.743 -3.405 -4.742 0.002 0.015 0.001
H 0.422 -4.554 -6.479 -0.003 0.000 0.002
H -1.870 -3.788 -7.000 0.004 -0.002 0.002
H -2.841 -1.873 -5.778 0.004 0.007 0.007
H -1.541 -0.738 -4.020 0.009 -0.013 -0.016
Cl 5.293 2.287 -1.506 0.025 -0.013 0.044
C 4.479 1.012 -0.686 -0.035 0.049 -0.045
C 5.175 -0.036 -0.112 0.041 -0.013 -0.011
C 4.447 -1.034 0.517 -0.016 -0.019 -0.027
C 3.070 -0.937 0.564 0.007 -0.014 -0.122
N 2.398 0.096 0.030 0.297 -0.084 0.353
C 3.098 1.046 -0.596 -0.070 -0.063 -0.110
H 6.254 -0.071 -0.170 -0.004 -0.006 0.002
H 4.941 -1.886 0.962 0.001 0.005 -0.005
H 2.474 -1.714 1.023 -0.044 0.008 0.066
H 2.544 1.853 -1.064 0.000 0.041 0.059

---

Entry 7:
12
Properties=species:S:1:pos:R:3:forces:R:3 method="wB97M-V/def2-TZVPD" total_charge=+1 fmax_ha_per_bohr=0.064 relative_energy_kcal_mol=147.6 gap_ha="0.3349 / 0.3120"
C 1.566 1.301 -0.027 -2.226 -0.525 -0.062
C 0.483 -1.041 -0.052 -0.981 -0.194 3.137
C -1.681 0.242 -0.029 0.724 0.599 1.118
N 2.268 0.345 -0.035 0.428 -0.959 0.167
N 1.915 -0.924 -0.003 0.739 -0.408 -0.097
N -0.225 0.145 -0.058 0.944 1.192 -0.464
H 1.287 2.311 0.000 0.079 1.162 0.001
H 0.276 -1.752 -0.805 -0.448 -0.898 -1.314
H 0.176 -1.655 0.938 0.743 1.084 -1.660
H -1.882 0.251 1.102 -0.430 -0.967 -1.469
H -2.132 -0.457 -0.749 -0.144 -0.260 0.997
H -2.052 1.234 -0.282 0.572 0.175 -0.355

---

Entry 8:
18
Properties=species:S:1:pos:R:3:forces:R:3 method="wB97M-V/def2-TZVPD" total_charge=0 fmax_ha_per_bohr=0.088 smiles="C=CC[Si](C)(C)Cl" relative_energy_kcal_mol=9.7 gap_ha=0.3783
C 1.124 -2.047 2.697 -2.532 2.490 -2.779
C 0.424 -1.176 1.852 -0.028 -0.490 0.893
C 0.776 0.058 0.843 0.449 -3.844 -0.104
C 0.569 0.736 -2.341 -0.695 2.634 0.491
C -1.841 1.288 -0.748 2.226 0.151 0.097
Si -0.286 0.162 -0.771 -0.825 1.426 -0.095
Cl -1.055 -1.651 -1.239 -0.142 -1.142 -0.059
H 0.598 -2.763 3.345 0.274 0.574 -0.401
H 2.176 -2.039 2.638 1.152 -0.246 0.175
H -0.679 -1.150 1.946 0.569 -0.497 0.151
H 1.833 -0.025 0.505 -0.521 0.524 0.512
H 0.554 0.842 1.502 0.163 1.785 0.543
H 1.231 1.628 -2.236 0.177 -0.878 0.440
H 1.095 -0.082 -2.776 0.165 -0.297 -0.939
H -0.236 1.300 -2.935 0.844 -1.755 0.253
H -2.325 1.461 -1.681 -0.868 -1.163 -0.858
H -2.459 1.163 0.090 -1.288 -0.387 0.890
H -1.498 2.296 -0.692 0.880 1.116 0.789